No. 1
DFT (wB97M-V/def2-TZVPD) results for a cluster of 2 separate species, C6H12O in total.

Computed properties:
HOMO energy   -9.66 eV
LUMO level   1.0 eV
2S+1   1
SMILES   CCC(C)=O.C=C

CARTESIAN COORDINATES (ANGSTROEM)
C -0.29402 0.16474 1.51534
C 0.76586 0.64962 0.51750
C 0.19498 -3.05703 -0.19763
C -0.34905 -2.51351 -1.28126
O -0.07002 0.82226 -1.71622
C 0.13060 1.37677 -0.65427
C -0.25881 2.82292 -0.43711
H 0.18033 -0.37406 2.34164
H -0.85745 1.00029 1.94578
H -0.99845 -0.51812 1.02995
H 1.32242 -0.20328 0.11581
H -0.02830 -4.07536 0.11206
H 0.89511 -2.50661 0.42925
H -1.04532 -3.07468 -1.90108
H -0.13050 -1.49291 -1.59178
H 1.47469 1.31629 1.02493
H -0.85170 2.93774 0.47720
H 0.64567 3.43073 -0.31437
H -0.82495 3.18599 -1.29662

Cartesian forces, eV/Å:
-0.0883 -0.0147 0.0525
0.0991 -0.0468 -0.0479
-0.0402 0.0479 -0.1132
0.0568 -0.0588 0.1163
0.1004 0.2276 0.4219
-0.0673 -0.0605 -0.2193
-0.0457 0.0380 -0.0416
-0.0650 0.0818 -0.1254
0.0838 -0.1213 -0.0784
0.1053 0.1134 0.0679
-0.0786 0.1298 0.0494
0.0179 0.1410 -0.0656
-0.1183 -0.0779 -0.1130
0.1038 0.0550 0.1069
-0.0255 -0.1970 0.0697
-0.1112 -0.0683 -0.0888
0.1013 -0.0369 -0.1151
-0.1050 -0.1046 -0.0056
0.0767 -0.0475 0.1292

No. 2
DFT (wB97M-V/def2-TZVPD) results for an isolated molecule of C6H12O.

Computed properties:
HOMO energy   -9.53 eV
LUMO level   0.9 eV
2S+1   1
SMILES   C[C@H]1OCC1(C)C

CARTESIAN COORDINATES (ANGSTROEM)
C -1.46792 1.56347 0.23468
C -0.25662 0.81798 0.75101
O -0.60133 -0.07889 1.82294
C -0.00600 -1.19220 1.14863
C 0.37030 -0.33916 -0.07511
C 1.87215 -0.21588 -0.32974
C -0.35983 -0.72183 -1.36193
H -1.87267 2.19169 1.03467
H -1.20393 2.21014 -0.61049
H -2.25597 0.87140 -0.07650
H 0.50336 1.54099 1.08513
H -0.73482 -1.99199 0.95861
H 0.84317 -1.61171 1.70627
H 2.37693 0.35651 0.45762
H 2.07943 0.27994 -1.28440
H 2.33948 -1.20694 -0.36240
H -0.28077 0.07480 -2.11127
H -1.42457 -0.91939 -1.19469
H 0.07961 -1.62894 -1.79303

Cartesian forces, eV/Å:
-0.0367 -0.0100 -0.0086
0.0051 0.3206 -0.1429
-0.0737 0.0462 0.1578
0.1309 -0.3810 -0.0252
0.0075 -0.0405 -0.2486
0.0708 0.0279 0.0674
-0.0618 0.0011 0.0362
0.0650 -0.0561 -0.1038
-0.0234 -0.0996 0.1189
0.1178 0.0964 0.0168
-0.0942 -0.1082 -0.0215
0.0925 0.1115 0.0304
-0.1076 0.1047 -0.0600
-0.1265 -0.1321 -0.0568
-0.0584 -0.0179 0.1135
-0.0846 0.0996 -0.0719
0.0188 -0.1048 0.1050
0.1852 0.0338 0.0229
-0.0268 0.1083 0.0703

No. 3
DFT (wB97M-V/def2-TZVPD) results for an isolated molecule of C6H12O.

Computed properties:
HOMO energy   -9.73 eV
LUMO level   0.9 eV
2S+1   1
SMILES   C[C@H](O)C1(C)CC1

CARTESIAN COORDINATES (ANGSTROEM)
C 1.26297 1.14082 -1.00365
C 0.43038 -0.81506 1.34414
C -0.35386 -0.40669 0.12987
C -0.56867 -1.42199 -0.97443
C -1.06432 -0.64756 1.43106
C -0.13040 1.01558 -0.37082
O -0.27029 1.90203 0.73052
H 1.58782 2.18693 -1.03400
H 1.28838 0.74677 -2.02581
H 1.98730 0.58072 -0.40414
H 1.02917 -0.04339 1.82206
H 0.85774 -1.81482 1.37424
H 0.25732 -1.43176 -1.69603
H -0.65158 -2.42994 -0.55436
H -1.49588 -1.21462 -1.52476
H -1.43549 0.20725 1.98670
H -1.66821 -1.54978 1.49998
H -0.90035 1.25065 -1.12463
H -0.24156 2.80224 0.38538

Cartesian forces, eV/Å:
-0.0011 0.0017 -0.0015
0.1787 -0.0472 0.0451
-0.0139 0.0058 -0.0871
0.0199 -0.0433 -0.0166
-0.1685 -0.0005 0.0451
0.0656 -0.2435 -0.2178
0.0185 0.2732 -0.0069
-0.1091 -0.1168 -0.0690
-0.0570 0.0555 0.1702
-0.0453 0.1299 -0.0574
-0.0957 -0.1506 -0.0695
-0.1176 0.1504 -0.0003
-0.0977 0.0173 0.1269
0.0163 0.1394 -0.0488
0.1472 -0.0031 0.0868
0.0674 -0.1430 -0.1160
0.0695 0.1775 -0.0257
0.0796 -0.0652 0.1114
0.0434 -0.1375 0.1310

Values for energy relative to the best compared isomer or geometry (same formula, charge and spin), kcal/mol, ordered as above
27.2 24.3 23.5
Values for largest force on an atom, Eh/bohr, ordered as above
0.0095 0.0079 0.0065